Entry 1:
Below is a molecular structure, C10H7MnN2O5, with properties calculated with ωB97M-V with the def2-TZVPD basis set.

The orbital gap (spin up / spin down) is 7.61 / 5.05 eV. The spin multiplicity is 5. As for the total charge: +2.

```
25
C10H7MnN2O5 | OMol25 | ωB97M-V with the def2-TZVPD basis set
O 1.09 -1.49 -3.95
C 0.46 -0.98 -3.15
Mn -0.69 0.53 -1.22
O 1.60 1.74 -2.87
C 0.74 1.21 -2.27
C -1.27 2.02 -0.41
O -1.69 3.02 0.05
C -2.08 -0.78 -0.82
O -2.98 -0.91 -0.01
C -1.87 0.83 -2.53
O -2.64 1.03 -3.36
H -1.59 -1.70 -1.24
N -1.20 0.65 2.08
C 0.02 0.12 1.73
C 0.94 -0.26 2.76
C 2.13 -0.88 2.42
C 2.35 -1.10 1.04
C 1.44 -0.72 0.06
N 0.30 -0.06 0.40
H -2.01 0.68 1.47
H -1.37 0.78 3.09
H 0.63 -0.04 3.79
H 2.86 -1.16 3.20
H 3.24 -1.61 0.72
H 1.59 -0.90 -1.00
```

For each atom in turn, the Mulliken charge in e is: number 1, O, carries -0.0856; number 2, C, carries 0.2001; number 3, Mn, carries 0.1038; number 4, O, carries -0.1663; number 5, C, carries 0.6018; number 6, C, carries 0.1424; number 7, O, carries -0.1331; number 8, C, carries 0.3248; number 9, O, carries -0.2431; number 10, C, carries 0.4653; number 11, O, carries -0.1298; number 12, H, carries 0.3680; number 13, N, carries -0.3258; number 14, C, carries 0.9537; number 15, C, carries -0.7324; number 16, C, carries -0.2963; number 17, C, carries -0.9235; number 18, C, carries -0.1083; number 19, N, carries 0.0621; number 20, H, carries 0.1279; number 21, H, carries 0.2565; number 22, H, carries 0.3166; number 23, H, carries 0.4431; number 24, H, carries 0.4259; number 25, H, carries 0.3522



Entry 2:
Below is a single C4H9NO2 molecule, with properties calculated with ωB97M-V with the def2-TZVPD basis set.

The orbital gap is 10.44 eV. The calculation puts the energy above the lowest of the compared OMol25 structures with the same formula, charge and spin at 58.4 kcal/mol. Its SMILES is COCCNC=O.

```
16
C4H9NO2 | OMol25 | ωB97M-V with the def2-TZVPD basis set
C -2.39 0.25 0.91
O -1.23 -0.38 0.46
C -0.63 0.31 -0.59
C 0.60 -0.44 -0.92
N 1.47 -0.49 0.44
C 2.71 -0.10 0.12
O 2.94 0.23 -1.03
H -2.16 1.26 1.28
H -3.13 0.32 0.11
H -2.78 -0.36 1.72
H -0.35 1.34 -0.31
H -1.31 0.39 -1.46
H 1.01 0.03 -1.85
H 0.47 -1.49 -1.18
H 1.29 -0.78 1.43
H 3.51 -0.08 0.88
```

For each atom in turn, the Mulliken charge in e is: number 1, C, carries -0.7469; number 2, O, carries -0.2869; number 3, C, carries -0.4025; number 4, C, carries -0.5069; number 5, N, carries -0.1579; number 6, C, carries -0.0028; number 7, O, carries -0.5864; number 8, H, carries 0.3184; number 9, H, carries 0.2868; number 10, H, carries 0.2360; number 11, H, carries 0.2978; number 12, H, carries 0.3544; number 13, H, carries 0.3138; number 14, H, carries 0.3138; number 15, H, carries 0.2020; number 16, H, carries 0.3672



Entry 3:
Below is a molecular structure, C17H53N3O8, with properties calculated with ωB97M-V with the def2-TZVPD basis set.

The orbital gap is 7.96 eV. The calculation puts the energy above the lowest of the compared OMol25 structures with the same formula, charge and spin at 532.7 kcal/mol.

```
81
C17H53N3O8 | OMol25 | ωB97M-V with the def2-TZVPD basis set
C 0.99 -0.06 -0.19
C 0.90 1.43 -0.51
C -0.11 1.63 -1.67
O -1.44 1.20 -1.33
C -2.36 1.35 -2.37
N 0.49 2.02 0.74
H 1.59 -0.63 -0.90
H 0.01 -0.52 -0.06
H 1.53 -0.15 0.75
H 1.88 1.78 -0.82
H 0.33 1.12 -2.53
H -0.13 2.71 -1.83
H -2.03 0.95 -3.33
H -2.67 2.40 -2.33
H -3.20 0.72 -2.09
H -0.36 1.50 0.91
H 0.14 2.95 0.60
C -1.93 -3.29 3.18
C -2.02 -1.81 3.50
C -1.16 -0.94 2.66
O 0.18 -0.88 3.15
C 1.23 -0.77 2.22
N -3.44 -1.49 3.25
H -1.88 -3.34 2.09
H -2.78 -3.92 3.46
H -1.06 -3.78 3.61
H -1.83 -1.61 4.56
H -1.56 0.07 2.63
H -1.12 -1.41 1.67
H 1.08 -1.43 1.37
H 2.17 -1.07 2.70
H 1.35 0.29 2.01
H -3.47 -0.48 3.35
H -3.64 -1.54 2.27
C 2.42 -3.45 1.40
C 2.05 -4.25 0.21
C 1.99 -3.40 -1.07
O 1.09 -2.26 -0.93
C 0.09 -2.22 -1.90
N 3.18 -5.23 0.03
H 1.96 -2.46 1.32
H 3.49 -3.28 1.56
H 2.02 -3.93 2.29
H 1.04 -4.67 0.22
H 1.61 -4.13 -1.79
H 2.91 -3.09 -1.57
H -0.51 -3.13 -1.86
H 0.48 -2.15 -2.92
H -0.57 -1.38 -1.66
H 3.95 -4.93 0.61
H 2.90 -5.98 0.65
C 2.92 1.00 -1.69
O 2.71 0.74 -3.06
H 2.37 0.31 -1.06
H 3.92 0.73 -1.35
H 2.65 2.00 -1.36
H 3.14 1.45 -3.54
C 2.51 2.56 1.58
O 2.19 1.24 1.23
H 2.25 3.27 0.80
H 2.00 2.88 2.50
H 3.57 2.65 1.80
H 1.25 1.25 1.01
C -5.09 -0.15 -1.60
O -4.53 -1.39 -1.29
H -4.34 0.61 -1.42
H -5.35 -0.17 -2.66
H -5.97 0.25 -1.10
H -3.87 -1.70 -1.91
C -2.51 4.14 -1.85
O -1.19 3.79 -2.25
H -2.85 4.95 -2.50
H -3.15 3.27 -1.77
H -2.48 4.60 -0.86
H -0.71 3.37 -1.54
C 1.13 4.15 -0.28
O -0.24 3.85 -0.49
H 1.44 5.12 -0.68
H 1.26 4.13 0.80
H 1.85 3.49 -0.76
H -0.69 4.57 -0.04
```

For each atom in turn, the Mulliken charge in e is: number 1, C, carries -2.9271; number 2, C, carries 0.9565; number 3, C, carries -2.4148; number 4, O, carries -0.2575; number 5, C, carries 0.1191; number 6, N, carries 0.2234; number 7, H, carries 0.5393; number 8, H, carries 0.7208; number 9, H, carries 1.6685; number 10, H, carries -0.2956; number 11, H, carries 0.7488; number 12, H, carries 0.9077; number 13, H, carries 0.3763; number 14, H, carries -0.2502; number 15, H, carries -0.4856; number 16, H, carries 0.3538; number 17, H, carries 0.7835; number 18, C, carries -1.4325; number 19, C, carries 0.3879; number 20, C, carries 0.1992; number 21, O, carries -0.5596; number 22, C, carries -0.4542; number 23, N, carries -0.8191; number 24, H, carries 0.2512; number 25, H, carries 0.4388; number 26, H, carries 0.2878; number 27, H, carries 0.3791; number 28, H, carries 0.0299; number 29, H, carries -0.1573; number 30, H, carries -0.5990; number 31, H, carries 0.6180; number 32, H, carries 1.0383; number 33, H, carries 0.3105; number 34, H, carries 0.2603; number 35, C, carries -1.2030; number 36, C, carries 0.9086; number 37, C, carries -1.3359; number 38, O, carries -0.1524; number 39, C, carries -0.9185; number 40, N, carries -0.8563; number 41, H, carries -0.2703; number 42, H, carries 0.4325; number 43, H, carries 0.3081; number 44, H, carries 0.3113; number 45, H, carries 0.3650; number 46, H, carries 0.3386; number 47, H, carries 0.4499; number 48, H, carries 0.3569; number 49, H, carries 0.1244; number 50, H, carries 0.3395; number 51, H, carries 0.2951; number 52, C, carries 0.5603; number 53, O, carries -0.5497; number 54, H, carries -0.4314; number 55, H, carries 0.4400; number 56, H, carries 0.3377; number 57, H, carries 0.3669; number 58, C, carries -1.3869; number 59, O, carries -0.4577; number 60, H, carries 0.4051; number 61, H, carries 0.3777; number 62, H, carries 0.4026; number 63, H, carries -0.0120; number 64, C, carries -0.5327; number 65, O, carries -0.5099; number 66, H, carries 0.3018; number 67, H, carries 0.2952; number 68, H, carries 0.3607; number 69, H, carries 0.2912; number 70, C, carries -0.9096; number 71, O, carries -0.7411; number 72, H, carries 0.3022; number 73, H, carries 0.2650; number 74, H, carries 0.2534; number 75, H, carries 0.4358; number 76, C, carries -1.0356; number 77, O, carries -0.6865; number 78, H, carries 0.6102; number 79, H, carries 0.4518; number 80, H, carries 0.0313; number 81, H, carries 0.3248



Entry 4:
Below is a single C13H16N2O6 molecule, with properties calculated with ωB97M-V with the def2-TZVPD basis set.

The orbital gap is 8.67 eV. The calculation puts the energy above the lowest of the compared OMol25 structures with the same formula, charge and spin at 94.3 kcal/mol. Its SMILES is N[C@@H](CC(=O)O)C(=O)N[C@@H](Cc1ccc(O)cc1)C(=O)O.

```
37
C13H16N2O6 | OMol25 | ωB97M-V with the def2-TZVPD basis set
C -3.12 -0.82 0.25
C -1.68 -0.58 0.14
C -3.73 -1.07 -1.15
C -3.53 -0.03 -2.34
C 0.53 -1.41 0.70
C 1.14 -2.67 1.17
C 1.03 -0.23 1.54
C 2.06 0.68 0.80
C 3.30 0.34 0.29
C 1.77 2.01 0.69
C 4.05 1.27 -0.39
C 2.41 2.98 0.05
C 3.59 2.57 -0.73
H -4.63 0.73 0.22
H -3.18 1.20 0.39
H -3.25 -1.47 1.03
H -3.61 -2.09 -1.22
H -4.77 -1.07 -0.92
H -1.66 -0.48 -2.50
H -0.98 -2.30 1.34
H 1.08 -1.41 -0.24
H 0.10 0.40 1.81
H 1.33 -0.73 2.49
H 3.59 -0.65 0.25
H 0.89 2.22 1.24
H 4.96 0.87 -0.93
H 1.98 4.03 0.13
H 3.68 4.27 -1.74
H 2.62 -3.70 1.15
N -3.84 0.52 0.73
N -0.88 -1.51 0.69
O -1.29 0.41 -0.42
O -4.46 0.67 -2.64
O -2.35 0.06 -2.88
O 0.58 -3.37 2.01
O 3.97 3.34 -1.71
O 2.33 -2.94 0.69
```

For each atom in turn, the Mulliken charge in e is: number 1, C, carries 0.1533; number 2, C, carries 0.0750; number 3, C, carries -1.3343; number 4, C, carries 0.6207; number 5, C, carries 0.3359; number 6, C, carries 0.1220; number 7, C, carries -1.1228; number 8, C, carries 0.1073; number 9, C, carries -0.0980; number 10, C, carries -0.3639; number 11, C, carries -0.8192; number 12, C, carries -0.4929; number 13, C, carries 0.7382; number 14, H, carries 0.3229; number 15, H, carries 0.2602; number 16, H, carries 0.7032; number 17, H, carries 0.5064; number 18, H, carries 0.5291; number 19, H, carries 0.3650; number 20, H, carries 0.2958; number 21, H, carries 0.4881; number 22, H, carries 0.3901; number 23, H, carries 0.4103; number 24, H, carries 0.5098; number 25, H, carries 0.2678; number 26, H, carries 0.2839; number 27, H, carries 0.2247; number 28, H, carries 0.3243; number 29, H, carries 0.3580; number 30, N, carries -0.8801; number 31, N, carries -0.1326; number 32, O, carries -0.6086; number 33, O, carries -0.5582; number 34, O, carries -0.4420; number 35, O, carries -0.6381; number 36, O, carries -0.5292; number 37, O, carries -0.3720



| no. | total energy (Ha) |
| --- | --- |
| 1 | -2021.1719 |
| 2 | -362.9925 |
| 3 | -1444.6926 |
| 4 | -1065.8690 |